{"formula": "C4H6O2", "method": "ωB97M-V with the def2-TZVPD basis set", "species": ["C", "C", "C", "O", "C", "O", "H", "H", "H", "H", "H", "H"], "positions_angstrom": [[1.5590, -0.1712, 0.1347], [0.0983, 0.1000, 0.0846], [-0.8180, 1.2954, 0.0838], [-1.8879, 0.4359, -0.4705], [-0.9699, -0.5639, -0.3528], [-1.2982, -1.8503, -0.5185], [2.0158, -0.0400, 1.1211], [1.7600, -1.1996, -0.1924], [2.0746, 0.4900, -0.5720], [-0.7848, -2.2617, 0.1910], [-0.5644, 2.1338, -0.5664], [-1.1844, 1.6318, 1.0575]], "forces_ev_per_a": [[0.08, 0.02, 0.03], [0.05, 0.04, -0.16], [0.10, 0.47, 0.07], [-0.13, -0.12, 0.10], [0.15, -0.12, 0.22], [0.02, 0.05, 0.09], [-0.09, 0.03, -0.09], [-0.06, 0.19, 0.10], [0.07, -0.08, 0.15], [-0.22, -0.52, -0.32], [-0.18, -0.05, -0.07], [0.20, 0.09, -0.11]], "e_lumo_ev": 0.7, "mol_weight_g_mol": 86.09, "max_force_ev_per_a": 0.6, "de_lowest_kcal_mol": 53.35}

{"formula": "C5H11N3", "method": "ωB97M-V with the def2-TZVPD basis set", "species": ["C", "C", "C", "N", "C", "N", "C", "N", "H", "H", "H", "H", "H", "H", "H", "H", "H", "H", "H"], "positions_angstrom": [[-1.2672, -1.4101, 0.4736], [-0.6491, -0.3972, -0.4778], [1.0245, -0.8687, -0.6821], [1.7633, -1.3592, 0.4545], [-0.6088, 1.0061, 0.0158], [-1.5837, 1.9114, -0.3741], [0.5216, 1.4266, 0.5736], [1.4882, 2.0083, 0.9713], [-1.3237, -2.3973, 0.0016], [-0.6833, -1.5116, 1.3922], [-2.2856, -1.1142, 0.7518], [-1.1591, -0.4410, -1.4484], [0.8772, -1.7057, -1.3704], [1.5710, -0.1045, -1.2437], [2.0491, -0.5987, 1.0701], [2.5990, -1.8645, 0.1728], [-1.2679, 2.8679, -0.4963], [-2.4222, 1.5272, -0.7948], [1.3569, 3.0251, 1.0102]], "forces_ev_per_a": [[-0.35, -0.05, 0.12], [3.32, -0.80, 0.34], [-2.27, -0.29, -1.19], [-0.26, 0.27, 0.78], [1.31, -1.13, -0.45], [-0.89, 0.78, 0.72], [-3.11, -0.67, -1.04], [1.15, 1.71, 2.02], [0.03, 0.10, 0.04], [-0.02, 0.09, -0.18], [0.09, -0.03, -0.04], [0.40, 0.00, -0.09], [0.28, -0.04, 0.02], [-0.37, 0.32, 0.01], [0.04, -0.29, -0.17], [-0.28, 0.13, -0.02], [-0.76, -0.51, -0.46], [0.37, 0.69, 0.27], [1.33, -0.27, -0.68]], "smiles": "C[C@H](CN)C(N)=C=N", "e_lumo_ev": [0.4, 0.4], "mol_weight_g_mol": 113.16, "max_force_ev_per_a": 3.4, "de_lowest_kcal_mol": 96.99}

{"formula": "C14H22N2O3S2", "method": "ωB97M-V with the def2-TZVPD basis set", "species": ["O", "C", "C", "C", "C", "C", "C", "N", "C", "C", "N", "C", "C", "H", "H", "H", "H", "H", "H", "H", "H", "H", "H", "C", "S", "O", "C", "H", "H", "H", "H", "H", "H", "C", "S", "O", "C", "H", "H", "H", "H", "H", "H"], "positions_angstrom": [[0.9701, -2.6729, 0.4506], [0.8950, -1.2672, 0.7172], [0.1451, -0.5062, -0.3780], [-1.3442, -0.5692, -0.1594], [-2.0100, 0.5035, 0.4918], [-3.3465, 0.4422, 0.7275], [-4.0993, -0.6864, 0.3422], [-5.4342, -0.7289, 0.6109], [-6.0628, -1.8020, 0.2169], [-5.4091, -2.8676, -0.4596], [-4.1313, -2.8625, -0.7212], [-3.4445, -1.7577, -0.3129], [-2.0599, -1.6662, -0.5512], [0.1984, -3.0852, 0.8483], [1.9040, -0.8804, 0.8479], [0.3530, -1.1112, 1.6544], [0.3883, -0.9311, -1.3527], [0.4788, 0.5315, -0.3764], [-1.4289, 1.3585, 0.8151], [-3.8726, 1.2445, 1.2299], [-7.1269, -1.8682, 0.4202], [-5.9895, -3.7283, -0.7781], [-1.5598, -2.4784, -1.0664], [2.1577, 3.7725, 2.6352], [0.4673, 3.2811, 2.2932], [0.5327, 2.3185, 1.1573], [-0.0635, 4.8504, 1.6026], [2.6781, 2.9034, 3.0313], [2.6325, 4.0973, 1.7099], [2.1580, 4.5726, 3.3753], [0.5682, 5.1022, 0.7512], [-0.0041, 5.6212, 2.3709], [-1.0953, 4.7354, 1.2777], [3.0821, -2.0888, -2.0430], [4.5216, -1.2525, -1.3796], [4.0652, 0.0860, -0.9174], [5.3520, -1.0002, -2.9536], [2.4117, -2.2818, -1.2075], [2.5953, -1.4440, -2.7757], [3.3850, -3.0308, -2.5007], [4.7029, -0.4275, -3.6158], [5.5948, -1.9678, -3.3927], [6.2670, -0.4447, -2.7601]], "forces_ev_per_a": [[0.02, 0.13, 0.12], [-0.36, 0.07, 0.14], [-0.04, 0.14, -0.02], [0.14, 0.08, -0.13], [0.12, -0.11, 0.04], [-0.26, 0.16, 0.21], [-0.06, -0.24, -0.10], [0.04, -0.10, -0.08], [0.09, -0.04, -0.05], [-0.06, 0.07, 0.06], [-0.09, 0.09, 0.06], [-0.24, 0.09, 0.08], [0.24, -0.09, -0.11], [0.00, -0.06, -0.10], [0.09, -0.10, -0.19], [0.19, 0.08, 0.11], [0.10, -0.07, 0.02], [-0.01, -0.03, 0.05], [0.01, -0.06, -0.11], [-0.01, 0.00, -0.01], [0.01, 0.01, -0.01], [0.05, -0.01, 0.01], [-0.12, -0.05, -0.02], [0.07, 0.06, 0.02], [0.05, -0.04, -0.01], [0.00, 0.10, 0.07], [0.01, 0.09, -0.02], [-0.02, -0.02, -0.01], [-0.03, -0.02, -0.02], [0.00, -0.01, 0.01], [0.01, -0.04, 0.00], [-0.01, 0.00, 0.01], [0.00, -0.03, 0.01], [-0.05, 0.00, -0.03], [0.04, -0.02, 0.02], [-0.02, 0.02, 0.00], [0.02, 0.01, -0.07], [0.03, -0.10, -0.07], [0.03, 0.04, 0.01], [0.01, -0.01, 0.03], [-0.02, 0.01, 0.03], [0.01, 0.00, 0.01], [0.00, 0.00, 0.03]], "e_lumo_ev": 0.2, "mol_weight_g_mol": 330.47, "max_force_ev_per_a": 0.4, "de_lowest_kcal_mol": 58.51}

{"formula": "C4HClN2O", "method": "ωB97M-V with the def2-TZVPD basis set", "species": ["N", "C", "C", "C", "N", "O", "C", "Cl", "H"], "positions_angstrom": [[-3.1175, -0.2642, -0.1856], [-1.9295, -0.4980, 0.1566], [-0.4520, -0.7106, 0.1321], [0.3893, -1.8790, 0.0524], [1.7441, -1.6095, -0.1181], [1.6665, -0.1207, -0.0411], [0.3988, 0.3170, -0.0923], [0.3424, 1.9743, 0.0345], [0.0209, -2.8583, 0.3755]], "forces_ev_per_a": [[9.04, -1.79, 3.08], [-6.88, 1.00, -3.35], [-1.90, -0.06, -0.78], [2.37, 0.27, 0.74], [-5.40, 1.90, 1.39], [0.39, -1.40, -1.74], [2.58, -0.74, 1.79], [-0.68, 0.73, -0.26], [0.47, 0.10, -0.84]], "smiles": "N#Cc1cnoc1Cl", "e_lumo_ev": -0.3, "mol_weight_g_mol": 128.52, "max_force_ev_per_a": 9.7, "de_lowest_kcal_mol": 36.00}

{"formula": "C10H16O", "method": "ωB97M-V with the def2-TZVPD basis set", "species": ["C", "C", "C", "C", "C", "O", "C", "C", "H", "H", "H", "H", "H", "H", "H", "H", "C", "C", "C", "H", "H", "H", "H", "H", "H", "H", "H"], "positions_angstrom": [[2.2832, -2.0094, -1.3666], [1.2595, -1.7376, -0.3071], [1.6395, -1.4459, 0.9973], [0.7318, -1.0967, 1.9964], [-0.5799, -0.9173, 1.6146], [-1.4374, -0.2615, 2.4490], [-1.0426, -1.4621, 0.4120], [-0.1096, -1.8142, -0.5526], [1.8534, -2.3236, -2.3062], [3.0199, -2.7121, -0.9993], [2.8781, -1.1236, -1.5873], [2.6886, -1.5232, 1.2613], [1.1500, -0.7560, 2.9259], [-2.3108, -0.3930, 2.2184], [-2.0913, -1.7081, 0.3469], [-0.5464, -2.1269, -1.4959], [-1.8932, 1.5279, -0.8899], [-0.7377, 2.4946, -1.0404], [0.1585, 2.4551, 0.2010], [-1.7364, 0.5508, -1.3382], [-2.8665, 1.8372, -1.2931], [-2.1794, 1.3530, 0.1474], [-0.1953, 2.3998, -1.9736], [-1.1820, 3.4832, -0.9681], [-0.3594, 2.7414, 1.1128], [0.5849, 1.4517, 0.3122], [1.0204, 3.1164, 0.1229]], "forces_ev_per_a": [[0.39, 0.44, 0.23], [-0.38, -0.04, 0.01], [0.13, -0.38, 0.11], [0.80, 0.86, -1.11], [-0.92, -0.51, 0.22], [2.97, 0.26, 1.37], [0.93, -0.04, 0.73], [-0.76, -0.03, 0.00], [-0.15, -0.34, -0.13], [0.04, -0.52, -0.12], [-0.13, 0.29, 0.00], [0.03, 0.12, -0.02], [-0.36, 0.01, 0.43], [-2.81, -0.47, -0.96], [-0.24, 0.44, -0.52], [0.50, -0.19, -0.15], [-1.24, -0.74, -0.25], [-0.67, 0.83, 1.45], [0.95, -0.68, -0.50], [0.35, -0.11, 0.06], [0.39, 0.47, -0.45], [0.51, -0.01, 0.29], [0.07, -0.09, -0.08], [0.00, 0.39, -0.66], [-0.28, -0.18, -0.02], [-0.14, 0.01, 0.28], [0.01, 0.20, -0.19]], "smiles": "Cc1ccc(O)cc1.CCC", "e_lumo_ev": 0.9, "mol_weight_g_mol": 152.24, "max_force_ev_per_a": 3.3, "de_lowest_kcal_mol": 29.51}

{"formula": "CH4ClOPS", "method": "ωB97M-V with the def2-TZVPD basis set", "species": ["C", "P", "S", "Cl", "H", "H", "O", "H", "H"], "positions_angstrom": [[2.5157, 0.2110, -0.0493], [0.9534, -0.2128, -0.1474], [-0.0235, -1.9028, -0.5843], [-0.1312, 1.4163, -0.1422], [2.8374, 1.0578, 0.5226], [3.2626, -0.7196, -0.0014], [-3.1723, 0.2516, 0.4147], [-3.9159, -0.0667, -0.1654], [-2.3263, -0.0347, 0.1526]], "forces_ev_per_a": [[2.14, -3.18, 0.82], [-0.89, -2.42, -0.89], [1.24, 2.04, 0.51], [-0.66, 0.84, 0.16], [-0.01, 0.62, -0.28], [-1.75, 2.18, -0.31], [-3.07, 0.65, 0.33], [1.82, 0.24, 0.71], [1.18, -0.98, -1.04]], "smiles": "C=P(=S)Cl.O", "e_lumo_ev": -0.5, "mol_weight_g_mol": 130.54, "max_force_ev_per_a": 3.9, "de_lowest_kcal_mol": 55.59}